Record 1
53
Properties=species:S:1:pos:R:3:forces:R:3 method="wB97M-V/def2-TZVPD" orbital_gap_ev=8.50 max_force_ev_per_a=0.78 relative_energy_ev=0.000 total_energy_ha=-1769.81255 e_lumo_ev=0.09 smiles="CCOC(=O)N1CCN(C(=O)c2ccc(-n3c(=S)[nH]c4ccccc4c3=O)cc2)CC1"
C 4.94735 3.47521 -1.74077 -0.1397 -0.3945 0.0792
C 4.13200 2.22210 -2.02450 -0.1936 0.4688 -0.1911
H 3.06482 2.43144 -1.89746 0.1594 -0.0817 -0.0995
H 4.32190 1.84613 -3.03215 -0.0619 0.0259 0.1213
O 4.50038 1.14881 -1.16011 0.0908 -0.2079 0.1756
C 3.92626 1.15401 0.05956 0.2445 -0.0512 0.0197
O 3.13336 1.98424 0.43668 -0.3399 0.3285 -0.0402
N 4.37708 0.13699 0.84210 0.0661 -0.0146 -0.0329
C 3.70465 -0.10389 2.09801 -0.1483 0.1520 0.0577
H 3.29839 0.84202 2.45590 0.0744 -0.1561 0.0687
C 2.56802 -1.13061 1.88646 -0.0825 0.2172 0.2673
N 2.90623 -1.98225 0.76559 0.1232 -0.1336 0.0498
C 2.16761 -2.07974 -0.37348 -0.0947 -0.0856 0.1654
O 2.62925 -2.52489 -1.40655 0.0573 0.0514 -0.3247
C 0.73100 -1.67943 -0.26759 -0.2729 -0.0338 -0.2061
C 0.21646 -0.76920 -1.18205 0.0868 -0.0906 0.0815
C -1.12438 -0.43441 -1.15267 -0.1695 -0.1255 0.1323
C -1.95464 -1.02930 -0.21662 0.5676 -0.0637 0.0132
C -1.45537 -1.94715 0.69457 -0.0608 0.2060 -0.0204
C -0.11294 -2.27190 0.66638 0.0495 0.1022 -0.0850
H 0.27973 -2.99741 1.36292 0.0499 -0.0603 0.0877
H -2.11730 -2.40873 1.41150 -0.0671 -0.0417 0.0250
N -3.34365 -0.67673 -0.18564 0.0651 0.0180 0.0237
C -4.25663 -1.60693 -0.60151 -0.3961 -0.5954 -0.3095
S -3.84358 -3.10521 -1.14088 -0.0185 -0.3599 -0.1797
N -5.56776 -1.24513 -0.56709 0.0709 -0.0208 0.0188
C -6.02040 -0.01302 -0.16608 0.1342 0.6751 0.2550
C -7.37783 0.30478 -0.17314 0.0399 -0.0425 -0.0120
C -7.78664 1.55667 0.23796 0.0805 -0.1102 -0.0301
C -6.86003 2.50475 0.66030 0.0628 0.1149 0.0476
C -5.51621 2.19630 0.67071 -0.0195 -0.1367 -0.0516
C -5.08382 0.93732 0.25800 -0.3699 -0.0446 -0.0599
C -3.65398 0.60878 0.26884 -0.0191 0.3220 0.2047
O -2.78073 1.35807 0.64017 -0.1502 0.0210 -0.0307
H -4.77163 2.90794 0.99238 0.0638 0.0605 0.0288
H -7.19492 3.47930 0.97872 -0.0209 0.0879 0.0300
H -8.83815 1.80071 0.23062 -0.0918 0.0050 -0.0063
H -8.09526 -0.43231 -0.50150 -0.0939 -0.0738 -0.0346
H -6.22479 -1.94631 -0.88401 0.2436 0.0579 0.0388
H -1.52879 0.27945 -1.85367 -0.0447 0.0735 -0.0478
H 0.87297 -0.32735 -1.91578 0.0641 0.0297 -0.0822
C 4.31850 -2.29074 0.68388 0.1009 -0.1389 -0.1701
H 4.63628 -2.69047 1.65015 -0.0026 -0.0040 -0.0381
C 5.09675 -1.00950 0.32318 0.1660 -0.1384 -0.1764
H 5.17418 -0.90626 -0.75826 0.0367 -0.0878 0.1573
H 6.10469 -1.03837 0.75249 -0.0315 -0.0713 -0.0781
H 4.45845 -3.04870 -0.08720 0.0691 0.0600 0.1594
H 2.43679 -1.73707 2.79074 -0.0525 0.0978 -0.0139
H 1.63423 -0.61009 1.67249 0.1334 -0.0459 0.0876
H 4.44409 -0.47463 2.81249 -0.0479 0.0258 -0.0003
H 4.72850 3.83635 -0.73902 -0.0055 0.0706 0.0450
H 6.01027 3.25824 -1.81604 0.1004 0.0261 -0.0402
H 4.68923 4.24816 -2.45901 -0.0053 0.1133 -0.0800


Record 2
11
Properties=species:S:1:pos:R:3:forces:R:3 method="wB97M-V/def2-TZVPD" orbital_gap_ev=9.19 max_force_ev_per_a=5.08 relative_energy_ev=8.017 total_energy_ha=-281.29543 e_lumo_ev=-0.55
C -1.11699 -1.05895 0.55309 -2.2401 -1.2585 0.7034
C 0.34418 0.32971 -0.95706 -0.9856 -2.1530 1.0460
C 1.26578 1.24469 -0.62463 1.0710 0.1852 0.8704
H -1.40071 -0.86497 2.01731 0.8450 -1.1101 -4.8862
H -0.50466 -2.50371 -0.01820 -2.2048 3.6502 1.7698
H -2.43826 -0.47329 -0.37842 3.2305 -1.8976 2.4882
H -0.01745 -0.17328 -1.86618 0.3051 0.6466 0.6018
H 2.05526 1.80176 -1.05314 0.0009 0.3918 -1.4512
N -0.07721 -0.16769 0.30309 0.3917 1.9641 -1.4648
N 1.37057 1.32475 0.72633 -0.7865 0.0233 1.3754
N 0.51949 0.54098 1.29781 0.3729 -0.4420 -1.0530